Record 1
20
Properties=species:S:1:pos:R:3:mulliken_charge:R:1 method="wB97M-V/def2-TZVPD" max_force_ha_per_bohr=0.0822 smiles="CO[C@@](N)(NC(C)=O)[N+](=O)[O-]" gap_ev=10.51 energy_ha=-622.91363
H 3.42956 1.40622 0.58457 0.34
O 1.81660 0.29533 1.89778 -0.66
C -1.21766 -1.34675 -1.65810 -0.64
N 0.43182 0.19518 0.04376 -0.26
N -0.73834 -0.68966 1.85790 -0.45
H 0.17496 -0.69782 2.35140 0.24
H 2.11050 2.11195 -0.46577 0.34
O -1.27760 -1.51074 -0.29066 -0.41
H 0.65617 0.49745 -0.87262 0.25
H -1.91154 -0.53056 -2.09426 0.26
H 2.76996 0.48278 -0.96528 0.37
H -0.17127 -1.30086 -1.99679 0.27
H -1.51826 -1.13150 2.39884 0.21
O -1.53664 1.56226 -0.65222 -0.56
C 1.60611 0.57327 0.71842 0.82
C 2.64683 1.21482 -0.19803 -1.25
N -1.82669 0.77959 0.23626 0.93
C -0.75719 -0.42120 0.53670 0.54
H -1.80732 -2.22629 -2.21999 0.28
O -2.88002 0.73655 0.78808 -0.61

Record 2
16
Properties=species:S:1:pos:R:3:mulliken_charge:R:1 method="wB97M-V/def2-TZVPD" total_charge=+1 max_force_ha_per_bohr=0.0964 gap_ev=10.63 energy_ha=-288.03518
C -0.84845 -1.89998 -0.96256 -0.12
C 0.16610 0.85040 -0.05275 0.24
C 1.44716 0.14782 -0.30663 -0.46
H 0.68469 1.75112 1.99147 0.37
H -0.48582 1.01644 -0.85806 0.36
N 0.31259 -0.52709 0.22336 -0.31
H -0.93038 -1.17723 -1.79148 0.32
H -2.44376 -1.30388 -0.25635 0.41
H 0.29138 -1.05013 1.09495 0.31
H 0.67194 2.69592 0.72452 0.44
H 2.17446 0.24162 0.38402 0.32
O -1.86137 -2.11206 -0.18998 -0.34
H 1.76465 -0.03450 -1.29605 0.25
H -0.87466 2.31475 1.18320 0.35
C 0.13429 1.93761 1.09357 -1.47
H -0.20284 -2.85081 -0.98122 0.33